Record 1
{"formula": "C43H24FFeN9OS", "method": "the ωB97M-V functional and the def2-TZVPD basis", "species": ["Fe", "S", "F", "O", "N", "N", "N", "N", "N", "N", "N", "N", "N", "C", "C", "C", "C", "C", "C", "C", "C", "C", "C", "C", "C", "C", "C", "C", "C", "C", "C", "C", "C", "C", "C", "C", "C", "C", "C", "C", "C", "C", "C", "C", "C", "C", "C", "C", "C", "C", "C", "C", "C", "C", "C", "C", "H", "H", "H", "H", "H", "H", "H", "H", "H", "H", "H", "H", "H", "H", "H", "H", "H", "H", "H", "H", "H", "H", "H", "H"], "xyz": [[-0.28278, -0.23914, -0.77162], [-1.13306, -1.82740, 0.80142], [2.10438, 3.39872, 5.14385], [-1.40858, 0.55572, 2.50074], [-0.42488, -1.95190, -1.97621], [1.15285, 0.92146, 0.19059], [1.46958, -3.27593, -1.30070], [-1.21177, 1.19133, 0.19567], [-2.00935, -1.35016, -3.62942], [-1.73242, 2.78853, -1.53925], [1.39941, -0.96240, -0.92846], [-0.73496, -0.50355, 3.08261], [-1.40937, 0.55985, -2.32614], [-2.01668, 5.32767, 2.13854], [-0.59783, -4.23170, -2.19815], [3.19577, -0.66062, 0.41710], [5.45717, -2.22871, 0.74791], [-0.76042, 2.85866, 1.80965], [-2.08843, 0.83589, -5.91254], [-0.73431, 1.34456, 1.53721], [-1.58298, 3.42992, 0.74134], [-0.50511, -5.61330, -2.09774], [0.22342, -3.13892, -1.74284], [2.06446, -2.15174, -0.92543], [-0.69668, 3.48805, 3.19347], [3.28862, -1.95302, -0.19969], [-2.61065, -5.79404, -3.28590], [-1.94367, 0.91384, -4.53308], [-2.12898, 3.25834, -5.99187], [-1.55258, 2.42331, -0.28753], [-0.61468, -1.71233, 2.40695], [-2.70691, -4.42063, -3.40992], [-2.15449, 2.01332, -6.63171], [-1.73603, -0.06267, -3.49698], [-2.00107, 3.35315, -4.62063], [-1.62673, 1.89163, -2.50584], [-2.13641, 4.65691, 0.87640], [0.76475, 2.94173, 1.64149], [5.35868, -0.97478, 1.36180], [0.28433, -2.66459, 4.45415], [-0.41001, -0.37600, 4.40947], [0.88327, 3.55937, 3.05284], [0.89040, 1.39858, 1.52364], [1.62318, 0.76325, 2.62125], [-0.09350, -2.78350, 3.12435], [-1.48926, -2.21572, -2.78824], [-1.40567, 4.79573, 3.21806], [-1.52212, -6.38064, -2.63532], [4.24184, -0.18028, 1.19901], [-1.87070, 2.17758, -3.89162], [2.00230, 1.44610, 3.76442], [1.93921, -0.11531, -0.03839], [1.68508, 2.75706, 3.98389], [0.11384, -1.42069, 5.09790], [-1.70214, -3.64007, -2.86067], [4.42858, -2.72424, -0.02845], [-2.68952, 5.11718, 0.07332], [-0.57757, 0.60122, 4.83034], [0.39157, -1.28632, 6.13269], [0.33356, -6.07389, -1.59544], [-1.96698, 4.31281, -4.12368], [-2.21513, 1.98389, -7.71367], [-3.38558, -6.43383, -3.69378], [-1.48381, -7.46099, -2.54808], [4.50225, -3.68367, -0.51751], [6.18563, -0.61566, 1.95915], [1.88907, -0.27687, 2.52027], [0.00012, -3.71799, 2.59484], [-2.12940, -0.12613, -6.40359], [-1.41149, 5.32179, 4.16495], [-2.18784, 4.15906, -6.59268], [0.70634, -3.50289, 4.98676], [-1.02084, 2.84992, 4.02114], [1.21449, 3.49007, 0.81597], [4.17555, 0.79803, 1.65816], [6.36061, -2.81187, 0.87891], [2.58747, 0.91967, 4.50730], [-3.55040, -3.95853, -3.90164], [1.22473, 4.59820, 3.03474], [-2.48871, 6.30054, 2.23014]], "forces_ev_per_a": [[0.620, -0.187, -0.835], [0.063, -0.811, 1.276], [-0.253, -0.503, -0.652], [-0.473, -0.784, 0.978], [-1.096, -0.990, -0.706], [0.577, 1.044, 0.292], [0.361, -0.234, 0.190], [-1.698, 2.029, 1.410], [-0.312, 0.149, -0.479], [-0.054, 0.967, 0.890], [1.576, 0.275, 0.756], [0.252, -0.128, 0.773], [-0.767, 0.824, -0.814], [0.317, 0.155, 1.125], [-0.391, 0.183, -0.266], [-0.030, -0.209, -0.242], [-0.004, -0.430, -0.193], [-0.480, -0.029, -0.041], [-0.091, -0.062, -0.056], [0.399, 0.972, -0.428], [-0.302, 1.243, 1.000], [0.052, -0.071, -0.005], [-0.097, 0.179, -0.203], [-0.111, -0.122, -0.005], [0.087, -0.185, 0.054], [-0.401, 0.197, 0.053], [-0.219, -0.041, -0.138], [0.016, 0.478, 0.242], [0.022, 0.286, -0.036], [0.093, -1.150, -0.894], [-1.319, 1.383, -2.202], [-0.046, -0.065, -0.055], [-0.078, -0.146, -0.220], [-0.165, -0.047, -0.072], [0.048, 0.054, 0.035], [0.158, -1.180, -0.321], [0.273, -1.194, -0.977], [0.323, -0.086, -0.251], [0.101, 0.467, 0.248], [-0.367, -0.103, -1.546], [-0.244, -0.026, -0.655], [-0.103, 0.309, 0.372], [-0.579, -0.364, -0.781], [0.194, -0.020, 0.156], [0.985, -0.812, 2.104], [0.453, -0.445, 0.210], [-0.179, 0.534, -0.144], [0.160, -0.248, 0.078], [0.107, -0.068, -0.010], [-0.068, -0.448, -0.262], [0.392, 0.040, 0.296], [1.612, -0.740, -0.134], [0.108, 0.332, 0.283], [-0.094, 0.322, 0.325], [0.319, -0.242, 0.146], [0.230, -0.108, 0.111], [-0.087, -0.020, -0.152], [-0.014, 0.087, -0.021], [-0.015, 0.078, 0.027], [0.098, -0.011, 0.052], [0.012, 0.068, 0.056], [-0.068, -0.041, -0.031], [-0.037, 0.020, -0.005], [0.025, -0.025, 0.009], [0.033, -0.169, -0.018], [0.092, 0.055, 0.063], [0.027, -0.079, 0.051], [0.046, -0.031, -0.087], [0.034, -0.089, -0.042], [-0.033, 0.170, 0.033], [-0.018, 0.033, 0.004], [-0.005, -0.112, 0.012], [0.003, -0.038, 0.041], [-0.015, -0.033, 0.004], [0.061, 0.025, 0.040], [0.034, -0.044, 0.021], [0.013, -0.001, 0.137], [-0.068, 0.064, -0.090], [0.007, -0.064, 0.019], [-0.005, 0.011, 0.101]], "multiplicity": 5, "charge": -2, "s_squared": 6.42, "lumo_ev": [4.22, 4.05], "total_energy_ha": -3982.68314, "relative_energy_ev": 1.3713, "orbital_gap_ha": [0.1467, 0.1492]}

***

Record 2
{"formula": "C43H30IN2PPd", "method": "the ωB97M-V functional and the def2-TZVPD basis", "species": ["I", "Pd", "P", "N", "N", "C", "C", "C", "C", "C", "C", "C", "C", "C", "C", "C", "C", "C", "C", "C", "C", "C", "C", "C", "C", "C", "C", "C", "C", "C", "C", "C", "C", "C", "C", "C", "C", "C", "C", "C", "C", "C", "C", "C", "C", "C", "C", "C", "H", "H", "H", "H", "H", "H", "H", "H", "H", "H", "H", "H", "H", "H", "H", "H", "H", "H", "H", "H", "H", "H", "H", "H", "H", "H", "H", "H", "H", "H"], "xyz": [[-1.86367, -1.82591, 1.34595], [-0.37572, -0.25207, -0.03147], [-2.27891, 1.07812, -0.30766], [0.82925, 1.02450, -1.16350], [3.10922, 5.11332, -0.33835], [-0.87291, 5.43206, -0.72619], [1.38791, 2.12087, -0.65677], [-5.07190, -0.65696, -2.70860], [-1.33726, 4.78088, -1.85836], [-2.88541, -1.05603, 3.96282], [-2.85016, -0.55302, 2.69227], [4.08522, -5.94014, -2.40314], [4.30482, -1.33581, 2.09114], [-3.68155, -0.44066, 4.94560], [5.84502, -3.38462, 3.18658], [2.21430, -2.12087, 0.29247], [1.21541, -1.42350, 0.18708], [-5.28308, 2.23448, 2.96811], [-4.42524, -0.11571, -1.60708], [-4.47897, -0.60310, -3.96089], [-5.30114, 2.77509, 1.71787], [3.61590, -3.94881, -0.52370], [2.41022, 2.64566, -2.75983], [1.07823, 0.69278, -2.43978], [-3.23074, -0.01313, -4.11514], [5.15949, -5.32046, -1.77621], [2.17369, 2.96574, -1.42767], [2.77682, -5.55924, -2.11446], [-0.87030, 4.77665, 0.50061], [-2.57610, 0.51992, -3.01755], [-4.38840, 2.30428, 0.76456], [3.36128, -2.90161, 0.43534], [-3.51972, 1.26461, 1.01788], [4.24900, -2.62851, 1.53884], [-4.42284, 1.15778, 3.28503], [1.85923, 1.47950, -3.26388], [-1.30297, 3.46446, 0.58018], [4.93227, -4.33610, -0.83518], [2.70450, 4.15455, -0.82282], [5.15137, -1.06816, 3.14422], [2.54186, -4.55742, -1.19865], [-1.74751, 2.79441, -0.56376], [-3.56289, 0.60835, 2.28757], [-1.78682, 3.46691, -1.77948], [-3.17606, 0.48417, -1.75629], [5.02287, -3.65552, 2.11115], [-4.45176, 0.62505, 4.59734], [5.92061, -2.09213, 3.69189], [3.70113, -0.55024, 1.65653], [-5.93616, 2.61415, 3.74393], [-0.52665, 6.45475, -0.79280], [1.94940, -6.04913, -2.60881], [-1.30806, 2.95738, 1.54117], [-5.97361, 3.58362, 1.46791], [1.53091, -4.25396, -0.96115], [-5.11073, 1.08784, 5.32081], [4.26743, -6.71956, -3.13144], [6.17200, -5.60174, -2.03004], [2.02790, 1.17966, -4.28820], [6.57456, -1.88157, 4.52797], [-2.17565, 2.98386, -2.66582], [0.62924, -0.22365, -2.79661], [6.42103, -4.17934, 3.63984], [-1.36827, 5.29986, -2.80733], [1.19835, 2.34284, 0.38107], [-2.77115, 0.03555, -5.09349], [-4.99013, -1.01773, -4.81935], [5.76675, -3.82300, -0.37859], [-2.32123, -1.94287, 4.21920], [-6.04423, -1.11491, -2.58755], [-4.90168, -0.15143, -0.63581], [-4.34855, 2.80666, -0.19555], [4.92911, -4.66829, 1.74561], [-3.69720, -0.84171, 5.94904], [3.01919, 3.29236, -3.37703], [-0.53115, 5.29128, 1.39013], [-1.60625, 0.98185, -3.14932], [5.21726, -0.06720, 3.54759]], "forces_ev_per_a": [[0.057, 0.044, -0.132], [-0.204, 0.369, 0.221], [0.094, 0.017, -0.030], [-0.048, -0.254, -0.109], [-0.017, -0.043, 0.016], [-0.004, 0.008, -0.011], [-0.091, 0.019, 0.028], [0.002, -0.002, -0.028], [0.014, -0.002, 0.006], [0.021, -0.006, -0.019], [0.009, -0.018, -0.023], [-0.002, -0.007, -0.006], [0.008, -0.001, 0.003], [-0.013, 0.013, 0.007], [0.000, 0.001, 0.000], [-0.005, 0.009, 0.020], [0.181, -0.239, -0.055], [-0.001, 0.001, 0.000], [-0.002, 0.031, -0.010], [-0.010, -0.001, 0.007], [-0.015, -0.005, 0.011], [-0.010, 0.000, -0.020], [0.011, 0.004, 0.020], [-0.007, 0.094, -0.030], [0.005, 0.012, -0.010], [0.002, 0.000, -0.003], [-0.009, -0.023, 0.006], [0.001, -0.001, 0.000], [0.064, -0.011, -0.015], [-0.016, -0.050, 0.006], [-0.010, 0.026, -0.028], [0.012, 0.004, 0.023], [0.103, -0.003, 0.011], [-0.009, -0.013, 0.001], [-0.004, 0.009, -0.021], [-0.015, -0.006, -0.006], [0.099, -0.038, 0.005], [-0.009, 0.004, 0.018], [0.023, 0.075, -0.036], [-0.005, 0.009, -0.007], [0.000, 0.009, 0.011], [-0.239, 0.122, 0.100], [-0.020, -0.005, 0.008], [0.074, -0.084, -0.055], [-0.018, -0.077, 0.025], [0.003, 0.011, -0.012], [0.003, -0.009, 0.023], [0.000, -0.002, 0.008], [0.001, -0.001, -0.002], [0.003, -0.003, -0.004], [-0.004, 0.000, 0.005], [0.001, 0.001, 0.003], [0.002, 0.034, -0.011], [0.003, -0.001, 0.000], [-0.002, -0.004, -0.003], [0.003, -0.006, 0.000], [0.000, 0.003, 0.004], [0.000, 0.001, 0.002], [-0.002, -0.002, 0.007], [0.000, -0.002, -0.004], [-0.013, 0.058, 0.025], [0.000, -0.014, 0.003], [-0.001, 0.001, -0.003], [-0.007, -0.002, 0.002], [-0.047, 0.029, 0.067], [-0.001, -0.005, 0.006], [0.005, 0.001, 0.003], [0.008, -0.001, 0.016], [0.000, 0.002, -0.006], [0.001, 0.000, 0.001], [0.003, -0.014, -0.017], [-0.007, -0.005, 0.015], [0.005, -0.007, -0.014], [-0.004, 0.001, -0.002], [-0.008, 0.004, 0.001], [-0.001, -0.010, -0.007], [0.056, -0.051, -0.005], [0.002, -0.003, 0.000]], "multiplicity": 1, "charge": 2, "lumo_ev": -6.92, "total_energy_ha": -2532.48692, "relative_energy_ev": 0.0000, "orbital_gap_ha": 0.2393}

***

Question: Which formula does entry 2 have?
Answer: C43H30IN2PPd